The following is a quantum chemistry calculation of a 2-piece molecular cluster, C43H40N5 overall in a non-equilibrium geometry, from the OMol25 dataset.

The geometry in ORCA input format:
```
! wB97M-V def2-TZVPD RIJCOSX def2/J DEFGRID3
* xyz 1 1
C 3.809 -5.264 0.202
C 5.130 -4.509 0.283
N 4.910 -3.138 0.649
C 5.875 -2.316 1.351
C 5.186 -0.930 1.447
C 3.811 -1.172 0.903
C 2.641 -0.447 0.943
C 1.469 -0.929 0.284
C 0.251 -0.241 0.387
C -0.942 -0.969 0.540
C -2.177 -0.490 -0.003
C -3.348 -1.205 0.172
C -3.280 -2.465 0.796
N -4.494 -3.040 0.889
C -4.713 -4.255 1.646
C -3.479 -5.140 1.573
C -2.189 -4.384 1.951
C -2.099 -3.021 1.325
C -0.959 -2.243 1.238
C -5.535 -2.185 0.357
C -4.784 -0.914 -0.130
C 1.526 -2.229 -0.354
C 2.623 -3.058 -0.205
C 3.759 -2.480 0.395
C 2.711 -4.509 -0.570
H 3.979 -6.237 -0.261
H 3.454 -5.421 1.227
H 5.812 -4.945 1.023
H 5.615 -4.557 -0.704
H 6.062 -2.732 2.359
H 6.843 -2.268 0.829
H 5.182 -0.574 2.483
H 5.747 -0.178 0.869
H 2.595 0.460 1.533
H 0.260 1.193 0.645
H -2.172 0.408 -0.611
H -4.899 -4.006 2.710
H -5.597 -4.767 1.250
H -3.604 -6.005 2.229
H -3.360 -5.506 0.546
H -2.142 -4.262 3.048
H -1.313 -4.979 1.654
H -0.006 -2.613 1.633
H -6.042 -2.672 -0.488
H -6.295 -1.951 1.118
H -5.156 -0.014 0.390
H -4.959 -0.734 -1.201
H 0.627 -2.550 -0.895
H 2.912 -4.561 -1.652
H 1.738 -4.991 -0.392
C 5.319 3.056 -0.021
C 4.429 2.739 1.014
C 3.082 2.561 0.710
C 2.662 2.481 -0.629
N 1.287 2.355 -0.939
C 0.258 1.861 -0.277
N -0.837 2.577 -0.573
C -1.951 2.841 0.281
C -2.140 2.097 1.454
C -3.375 2.197 2.122
C -4.287 3.205 1.764
C -4.037 4.019 0.662
C -2.816 3.891 -0.025
C -0.458 3.341 -1.733
C -1.242 4.150 -2.666
C -0.545 5.252 -3.204
C -1.214 6.257 -3.893
C -2.574 6.091 -4.208
C -3.236 4.921 -3.819
C -2.580 3.929 -3.079
N 0.839 3.267 -1.898
C 3.534 2.787 -1.677
C 4.871 3.047 -1.360
H 6.356 3.295 0.241
H 4.774 2.610 2.038
H 2.351 2.409 1.501
H -1.365 1.400 1.790
H -3.642 1.481 2.908
H -5.195 3.352 2.346
H -4.785 4.733 0.306
H -2.571 4.617 -0.813
H 0.528 5.316 -3.003
H -0.687 7.165 -4.179
H -3.112 6.867 -4.759
H -4.281 4.766 -4.094
H -3.083 3.001 -2.806
H 3.171 2.825 -2.716
H 5.570 3.233 -2.178
*
```

Results
E_LUMO ... -3.427 eV
Electronic energy ... -1935.97258 hartree
E_HOMO ... -0.3095 Ha
Energy relative to the best compared isomer or geometry (same formula, charge and spin) ... 64.3 kcal per mole

Results of the Löwdin charge analysis, in e, for atoms 1 through 6: number 1, C, carries -0.15; number 2, C, carries -0.15; number 3, N, carries -0.07; number 4, C, carries -0.11; number 5, C, carries -0.08; number 6, C, carries -0.13